DFT (wB97M-V/def2-TZVPD) results for a 2-piece molecular cluster, C2H2Cl2S2 overall.

```
8
Properties=species:S:1:pos:R:3:forces:R:3
S 1.007059 -2.741707 0.627278 0.1410 1.4384 -0.7690
C 0.848567 -1.234401 -0.010502 -1.5914 -1.8016 0.9860
C 1.657851 -0.079826 0.185739 -0.3724 3.7086 -1.5065
S 1.153751 1.376125 -0.533094 0.6676 -2.1313 0.9676
Cl 3.029445 -0.085468 1.132342 0.9136 -0.4686 0.6281
H -0.086585 -0.873390 -0.458610 0.2258 -0.7391 -0.3069
Cl -3.372226 1.664202 -0.022316 -0.1279 0.0480 -0.1457
H -4.237864 1.974465 -0.920838 0.1437 -0.0543 0.1464
```
Forces are in eV/Å.

As for the total energy: -48820.091 eV. As for the HOMO-LUMO gap: 6.98 eV. As for the LUMO energy: -2.54 eV. As for the SMILES: S=CC(=S)Cl.Cl.



DFT (wB97M-V/def2-TZVPD) results for a 2-piece molecular cluster, C9H13NO6 overall.

```
29
Properties=species:S:1:pos:R:3:forces:R:3
C -0.836118 -4.160059 3.798552 -0.2840 0.3603 0.4592
C 0.583436 -4.349094 3.345226 0.4619 -0.5003 -0.6597
O 1.474556 -3.572435 3.601039 -0.8166 -0.5011 0.0933
C 0.791203 -5.570663 2.340671 1.5309 0.9210 0.5347
C -0.162946 -6.716946 2.539730 -0.2558 -0.1697 0.1647
O 0.693244 -5.067161 1.016921 -1.0345 1.0801 -0.6394
C 2.305295 -5.984477 2.220908 -0.3536 0.1990 0.1054
C 2.506958 -7.224055 1.379377 0.5115 -0.3435 -0.0629
O 3.210212 -5.270039 2.570198 -0.0825 -0.6000 -0.0229
H -1.516617 -4.110796 2.936094 0.2256 -0.1365 0.1997
H -1.158874 -4.972935 4.463948 0.0654 0.1165 -0.2632
H -0.903579 -3.217231 4.345896 0.0097 -0.1124 -0.0635
H -0.053770 -7.140125 3.545768 -0.0540 0.0071 -0.1393
H -1.193986 -6.373148 2.407069 0.1679 -0.1190 0.0318
H 0.030197 -7.503959 1.804937 -0.1061 0.1929 0.1412
H 0.416961 -4.103486 1.023951 0.3453 -0.9577 0.0053
H 1.988006 -7.112071 0.416930 0.0436 -0.0769 0.3522
H 3.577394 -7.358340 1.195861 -0.1913 0.0728 0.0345
H 2.132609 -8.120733 1.892695 0.0274 0.2461 -0.1675
O 0.170231 -2.494747 1.337774 0.6620 0.9588 -0.4222
C 0.979466 -1.577363 1.419174 -0.2686 -0.0514 0.5023
C 2.295438 -1.420170 0.801354 0.2770 -0.3318 -0.1415
C 2.844355 -2.393275 0.061928 1.1680 0.8840 -0.3363
O 4.047980 -2.213245 -0.673881 -1.7298 -1.0252 0.3399
N 4.585799 -0.964169 -0.441510 1.7207 2.0245 -2.2299
O 5.153207 -0.545293 -1.417893 -1.3228 -1.5118 2.5246
H 0.746359 -0.702233 2.046390 -0.3385 -0.0932 0.0464
H 2.836361 -0.482813 1.000935 -0.5632 -0.5415 -0.2371
H 2.410704 -3.375620 -0.077105 0.1842 0.0090 -0.1498
```
Forces are in eV/Å.

As for the total energy: -23313.973 eV. As for the HOMO-LUMO gap: 7.66 eV. As for the LUMO energy: -1.03 eV. As for the SMILES: CC(=O)C(C)(O)C(C)=O.O=C/C=C/ON=O.



DFT (wB97M-V/def2-TZVPD) results for one molecule with the formula C4H8N2O2.

```
16
Properties=species:S:1:pos:R:3:forces:R:3
C -1.817089 -0.333720 -0.334522 -0.0162 -0.0303 0.3043
O -0.735881 0.374300 -0.971001 0.7886 -1.3292 1.0117
C 0.157172 1.025461 -0.042116 -0.7690 -0.7555 -0.8779
N -0.203469 2.311632 -0.242195 -1.5206 -1.4957 -1.5882
C 1.085255 0.437945 0.728567 -0.2980 0.2975 -0.0943
C 1.435243 -0.979346 0.817548 -0.0223 -0.2429 -0.0385
N 0.993355 -1.803866 -0.192543 0.0586 -0.0273 0.1756
O 2.084114 -1.416508 1.754587 -0.0418 0.0099 -0.1529
H -2.416633 -0.789059 -1.119471 0.0512 0.1078 -0.0392
H -1.462973 -1.111964 0.343857 0.1787 0.0542 -0.1891
H -2.413645 0.372458 0.245515 -0.0954 0.0384 -0.0896
H -0.872175 1.965053 -1.145244 1.9691 2.9297 2.1654
H 0.478742 3.011451 0.005387 -0.3579 0.4548 -0.6683
H 1.630377 1.089966 1.394695 0.0489 -0.0451 0.0894
H 0.689674 -1.415031 -1.069894 0.0530 -0.0311 0.0586
H 1.367932 -2.738773 -0.173171 -0.0268 0.0646 -0.0668
```
Forces are in eV/Å.

As for the total energy: -11351.464 eV. As for the HOMO-LUMO gap: 9.31 eV. As for the LUMO energy: 0.68 eV. As for the SMILES: CO/C(N)=C\C(N)=O.



DFT (wB97M-V/def2-TZVPD) results for a 2-piece molecular cluster, C4H7NO overall.

```
13
Properties=species:S:1:pos:R:3:forces:R:3
C 1.866374 1.528617 -0.983577 0.1059 0.0484 -0.0842
C 0.720474 0.724664 -0.423852 -0.1447 -0.1581 -0.0499
C 0.199352 -0.323601 -1.020387 -0.1434 -0.4214 -0.2730
O -0.229610 -1.265534 -1.570123 0.3173 0.7438 0.4148
H 1.615493 2.594687 -0.987082 0.0440 -0.1534 -0.0195
H 2.095095 1.240302 -2.013311 -0.0262 0.0245 0.1454
H 2.779121 1.402030 -0.389908 -0.1379 0.0174 -0.0750
H 0.244208 0.993911 0.510705 0.0365 -0.0286 -0.1214
C -1.804541 -1.749627 1.249011 0.0056 0.1878 -0.1106
N -1.801921 -0.491743 1.096712 -0.0357 -0.3093 0.1781
H -1.513226 -2.373769 0.402674 -0.0131 0.0318 0.0860
H -2.077853 -2.263176 2.175825 -0.0158 0.0713 -0.0509
H -2.092966 -0.016762 1.953313 0.0075 -0.0540 -0.0398
```
Forces are in eV/Å.

As for the total energy: -7797.199 eV. As for the HOMO-LUMO gap: 9.41 eV. As for the LUMO energy: 0.97 eV. As for the SMILES: CC=C=O.C=N.



> What is the HOMO-LUMO gap in the third record?

9.31 eV